1:
{"formula": "C50H47Cl2GeN7OS2Tc", "method": "ωB97M-V with the def2-TZVPD basis set", "total_charge": 3, "orbital_gap_ev": [6.634, 6.259], "multiplicity": 3, "homo_energy_ev": [-15.530, -15.565], "elements": ["Tc", "Cl", "C", "C", "C", "Cl", "C", "C", "C", "C", "N", "C", "C", "O", "H", "H", "H", "H", "S", "C", "N", "C", "C", "N", "C", "C", "C", "C", "C", "C", "C", "C", "S", "C", "C", "C", "C", "C", "C", "C", "H", "H", "H", "H", "H", "H", "H", "H", "H", "H", "H", "H", "H", "H", "H", "H", "H", "H", "C", "C", "C", "C", "C", "C", "Ge", "C", "C", "C", "C", "C", "C", "C", "C", "C", "C", "C", "C", "H", "H", "H", "H", "H", "H", "H", "H", "H", "H", "H", "H", "H", "H", "H", "C", "C", "C", "C", "N", "C", "N", "N", "N", "H", "H", "H", "H", "H", "H", "H", "H", "H", "H"], "coordinates": [[0.1174, 0.9863, 0.3117], [-4.7543, 2.2290, 0.2019], [-3.4113, 3.2551, 0.3663], [-3.5856, 4.6692, 0.1918], [-2.5143, 5.4847, 0.4555], [-2.7408, 7.1929, 0.2000], [-1.2137, 4.9508, 0.8207], [-0.0453, 5.7126, 1.0042], [1.1719, 5.1312, 0.9402], [1.2397, 3.7477, 0.7643], [0.1524, 3.0067, 0.7175], [-1.0832, 3.5555, 0.7858], [-2.2078, 2.7177, 0.6401], [-1.9887, 1.3468, 0.7652], [-4.5310, 5.0117, -0.1533], [-0.0253, 6.7623, 1.1976], [2.0363, 5.8234, 1.0257], [2.2016, 3.2765, 0.5765], [0.0844, -1.3585, -0.2004], [1.7745, -1.6288, -0.3532], [2.3313, -2.7356, 0.0590], [3.7297, -3.0030, -0.3328], [4.0001, -2.3783, -1.7689], [3.7235, -0.9856, -1.6479], [4.5839, 0.0083, -2.3310], [6.0337, -0.1389, -1.8405], [7.0813, -0.1012, -2.7749], [8.3823, -0.0116, -2.3187], [8.6340, -0.0785, -0.9287], [7.5942, -0.2143, -0.0681], [6.2691, -0.2098, -0.5019], [2.6662, -0.6479, -0.9385], [2.3474, 0.9847, -0.6158], [1.5900, -3.7498, 0.8463], [1.3263, -4.9475, -0.0146], [2.0909, -6.0788, 0.1713], [1.9150, -7.1752, -0.6908], [0.9690, -7.0992, -1.6729], [0.1399, -6.0086, -1.7919], [0.3432, -4.9043, -0.9977], [3.9785, -4.0330, -0.3586], [4.3776, -2.5928, 0.3939], [3.2809, -2.6938, -2.5502], [5.0711, -2.4896, -1.9548], [4.2659, 1.0129, -1.9659], [4.4938, -0.1104, -3.4047], [6.8250, -0.0455, -3.8363], [9.2836, 0.1474, -2.9769], [9.6677, -0.1030, -0.4982], [7.7738, -0.3769, 1.0142], [5.4675, -0.2268, 0.2834], [0.7048, -3.3190, 1.3344], [2.3360, -4.0687, 1.6550], [2.7720, -6.1409, 0.9844], [2.4865, -8.0782, -0.4344], [0.9374, -7.9443, -2.3718], [-0.5494, -6.0381, -2.6511], [-0.1836, -3.9741, -1.2361], [-6.3212, 1.6540, 4.5340], [-6.1793, 0.4545, 3.8104], [-4.9943, 0.1819, 3.1597], [-3.9109, 1.1000, 3.2293], [-4.0342, 2.2728, 3.9698], [-5.2307, 2.5425, 4.6285], [-2.3354, 0.4449, 2.4333], [-2.4414, -1.4106, 1.8534], [-2.0863, -2.3893, 2.7901], [-2.3525, -3.7264, 2.5297], [-2.9845, -4.0974, 1.3631], [-3.2572, -3.1522, 0.4017], [-3.0006, -1.7878, 0.6832], [-0.5197, 0.9849, 3.1449], [0.5461, 0.1852, 2.7341], [1.8716, 0.5825, 2.8430], [2.1535, 1.8691, 3.3772], [1.1027, 2.6238, 3.8029], [-0.2204, 2.1798, 3.8386], [-7.2082, 1.8333, 5.1517], [-6.9752, -0.2955, 3.7920], [-4.7801, -0.7241, 2.5833], [-3.1452, 2.9024, 4.0472], [-5.2899, 3.4340, 5.1881], [-1.7247, -2.0997, 3.7983], [-2.3036, -4.4741, 3.3069], [-3.2618, -5.1132, 1.2183], [-3.7272, -3.3281, -0.5966], [-3.2245, -0.9590, -0.0001], [0.3940, -0.7807, 2.2913], [2.6671, -0.0496, 2.5371], [3.1284, 2.2908, 3.4090], [1.4245, 3.5784, 4.3222], [-0.9302, 2.8898, 4.1893], [-3.8699, 2.6625, -3.6891], [-3.4695, 1.5350, -4.5753], [-3.9765, 0.1175, -4.1587], [-1.9660, 1.6330, -4.8757], [-1.2322, 1.7895, -3.5906], [-1.2765, 0.9491, -2.5912], [-0.4736, 1.5055, -1.6129], [-0.0823, 2.6852, -2.0434], [-0.5363, 2.8894, -3.2372], [-4.9525, 2.7893, -3.5791], [-3.5337, 3.5641, -4.2254], [-3.4586, 2.6815, -2.6956], [-3.9845, 1.6625, -5.5101], [-4.0346, 0.0057, -3.0855], [-3.3653, -0.7297, -4.5277], [-5.0477, 0.0138, -4.5054], [-1.6861, 2.5354, -5.4660], [-1.5467, 0.7600, -5.4019], [-1.7734, 0.0109, -2.5194]]}

***

2:
{"formula": "C50H47Cl2GeN7OS2Tc", "method": "ωB97M-V with the def2-TZVPD basis set", "total_charge": 3, "orbital_gap_ev": [5.920, 5.977], "multiplicity": 3, "homo_energy_ev": [-14.952, -15.097], "elements": ["Tc", "Cl", "C", "C", "C", "Cl", "C", "C", "C", "C", "N", "C", "C", "O", "H", "H", "H", "H", "S", "C", "N", "C", "C", "N", "C", "C", "C", "C", "C", "C", "C", "C", "S", "C", "C", "C", "C", "C", "C", "C", "H", "H", "H", "H", "H", "H", "H", "H", "H", "H", "H", "H", "H", "H", "H", "H", "H", "H", "C", "C", "C", "C", "C", "C", "Ge", "C", "C", "C", "C", "C", "C", "C", "C", "C", "C", "C", "C", "H", "H", "H", "H", "H", "H", "H", "H", "H", "H", "H", "H", "H", "H", "H", "C", "C", "C", "C", "N", "C", "N", "N", "N", "H", "H", "H", "H", "H", "H", "H", "H", "H", "H"], "coordinates": [[-1.7478, -0.2169, -0.3411], [-5.9279, 1.2451, -2.5780], [-4.8658, 2.2474, -1.5950], [-5.2347, 3.5423, -1.2099], [-4.4451, 4.2451, -0.3518], [-4.7906, 5.9044, 0.0385], [-3.2354, 3.7232, 0.2156], [-2.4122, 4.3211, 1.1916], [-1.2483, 3.7309, 1.5635], [-0.9257, 2.4380, 1.0302], [-1.7314, 1.8349, 0.1975], [-2.8740, 2.4470, -0.2540], [-3.6870, 1.6256, -1.1126], [-3.3439, 0.3614, -1.2785], [-6.1278, 3.9291, -1.5222], [-2.6062, 5.2612, 1.7770], [-0.5332, 4.0766, 2.2949], [0.0339, 2.0299, 1.2646], [-2.7828, -0.5725, 1.8725], [-1.7073, -1.3433, 2.8940], [-2.0614, -1.5897, 4.1439], [-1.1033, -2.0529, 5.1174], [-0.0490, -2.8767, 4.4727], [0.4736, -2.2677, 3.2597], [1.8889, -2.4834, 3.0536], [2.6638, -1.8202, 4.1835], [3.7532, -2.4983, 4.7335], [4.5794, -1.8319, 5.6572], [4.1947, -0.6132, 6.2200], [3.0835, 0.1025, 5.7133], [2.3248, -0.5281, 4.6964], [-0.2953, -1.6532, 2.4095], [0.0890, -1.4104, 0.8188], [-3.4723, -1.2938, 4.5790], [-3.6445, -1.2571, 6.0611], [-4.0334, -2.3576, 6.8098], [-4.0238, -2.3662, 8.1794], [-3.6700, -1.2178, 8.9135], [-3.3519, -0.1147, 8.1512], [-3.2821, -0.1291, 6.7487], [-1.5625, -2.7353, 5.8420], [-0.5306, -1.2742, 5.6431], [-0.4329, -3.8784, 4.1662], [0.7685, -3.0167, 5.1275], [2.2200, -2.1298, 2.0903], [2.2137, -3.4628, 3.0909], [4.0483, -3.4848, 4.3467], [5.4619, -2.2959, 6.0146], [4.7458, -0.2259, 7.0479], [2.8043, 1.0329, 6.0633], [1.5579, 0.0872, 4.2454], [-4.1335, -1.9343, 4.0919], [-3.5922, -0.3107, 4.1220], [-4.4196, -3.2205, 6.3423], [-4.3254, -3.2849, 8.7375], [-3.6855, -1.1943, 9.9770], [-3.1010, 0.8754, 8.6009], [-3.0417, 0.7627, 6.1995], [3.2380, 1.1591, 1.5654], [3.8693, 0.0625, 0.9907], [3.5596, -0.2186, -0.3425], [2.6128, 0.5278, -1.0880], [2.0302, 1.7242, -0.5057], [2.3365, 1.9648, 0.8482], [2.3745, 0.0987, -2.9774], [3.0970, -1.4143, -3.9014], [3.3854, -1.3211, -5.2678], [3.8620, -2.4710, -5.9552], [4.0733, -3.6793, -5.2164], [3.8314, -3.6817, -3.8875], [3.3272, -2.6069, -3.2126], [2.2107, 1.6601, -4.1086], [1.0993, 2.4690, -4.1948], [1.1514, 3.6597, -4.9180], [2.3882, 4.0644, -5.5233], [3.4816, 3.2212, -5.4140], [3.4001, 1.9950, -4.7682], [3.4315, 1.4004, 2.6357], [4.6073, -0.5004, 1.5426], [4.0586, -0.9786, -0.9202], [1.2511, 2.3769, -0.9845], [1.8758, 2.7136, 1.4609], [3.2726, -0.3564, -5.7951], [4.0269, -2.4695, -7.0981], [4.4085, -4.5862, -5.7254], [4.0893, -4.5685, -3.3597], [3.1254, -2.8092, -2.1795], [0.1440, 2.1919, -3.7333], [0.3249, 4.3881, -4.9534], [2.4304, 5.0250, -5.9776], [4.3765, 3.4358, -5.9452], [4.2199, 1.3259, -4.8090], [-0.7870, 0.4226, -7.4089], [-2.0117, -0.2947, -6.7774], [-2.8043, 0.7589, -5.9314], [-1.6318, -1.4698, -5.8380], [-1.2197, -1.0292, -4.4575], [-1.8098, -0.7025, -3.3145], [-0.8548, -0.4112, -2.4674], [0.2927, -0.5445, -3.1304], [0.1103, -0.8483, -4.3414], [-1.1170, 1.3114, -7.8582], [-0.1454, -0.2158, -8.0682], [-0.0928, 0.6846, -6.6521], [-2.6395, -0.6829, -7.5412], [-2.0944, 1.2244, -5.2351], [-3.6722, 0.4538, -5.3754], [-3.1934, 1.5116, -6.6519], [-0.8105, -2.0827, -6.1915], [-2.5056, -2.1057, -5.7123], [-2.8506, -0.6625, -3.0965]]}

***

Energy comparison, zero being the most stable, in eV: 1 0.000; 2 1.655.